Here is 2 unconnected molecules or ions with the total composition C6H9NO2 from the OMol25 dataset. Energies are from wB97M-V/def2-TZVPD.

Computed properties:
- HOMO-LUMO gap: 9.7 eV
- SMILES: C#C[C@@H]1C[C@@H]1NC=O.O
- E_LUMO: 0.6 eV
- Net charge: 0

XYZ file:
```
18
Properties=species:S:1:pos:R:3:forces:R:3:nbo_charge:R:1
H 4.043569 0.216729 1.692420 -0.4 -0.1 -0.2 0.229
N 2.205205 0.689439 0.729046 -0.6 0.6 -0.7 -0.702
H 3.036792 -1.339188 3.384926 -0.2 0.0 -0.2 0.224
H 3.903814 -2.207796 1.199459 -0.3 0.1 0.0 0.247
C 2.957337 -1.664972 1.174497 0.1 -0.6 0.2 -0.333
O -0.183216 0.873362 -2.317037 1.8 -1.2 0.4 -0.952
H 0.705920 0.385968 -2.206775 -2.0 1.5 -0.5 0.477
H 0.986151 -2.270459 -1.812318 -0.3 -0.6 0.5 0.243
C 2.457233 -1.111087 2.491450 0.1 0.0 0.6 -0.411
H 1.329048 0.305683 0.393088 0.3 -0.1 -0.3 0.411
H -0.027502 1.700221 -2.790488 0.3 -0.3 0.1 0.476
C 1.356623 -2.369940 -0.806456 0.8 0.8 0.6 -0.262
H 1.376763 -1.064020 2.627698 0.3 0.0 -0.1 0.229
O 2.574480 2.720571 1.769374 -0.7 -0.6 -1.4 -0.522
C 3.049178 -0.182090 1.481481 -0.6 0.2 0.5 -0.013
C 2.329059 2.102722 0.742894 2.9 -0.6 1.9 0.533
C 2.017406 -2.142669 0.186563 -0.2 0.3 -1.3 0.002
H 2.708607 2.487867 -0.224830 -1.4 0.4 -0.2 0.125
```
Positions in Å, forces in eV/Å.

Here is 2 unconnected molecules or ions with the total composition C9H13NO from the OMol25 dataset. Energies are from wB97M-V/def2-TZVPD.

Computed properties:
- HOMO-LUMO gap: 10.1 eV
- SMILES: Cc1ccccc1.CC(N)=O
- E_LUMO: 0.7 eV
- Net charge: 0

XYZ file:
```
24
Properties=species:S:1:pos:R:3:forces:R:3:nbo_charge:R:1
C -0.933005 -0.670215 -0.153814 -0.2 0.7 0.0 -0.231
H 1.252538 1.944156 -1.136182 -0.2 -0.2 0.1 0.202
H -0.138828 -3.755060 1.875829 0.1 -0.1 0.4 0.211
H -1.938014 -2.148455 2.675912 0.2 -0.3 0.3 0.217
H 1.861092 -1.299267 -1.914305 0.1 -0.3 0.2 0.222
H -1.305809 0.056630 -0.865022 0.1 0.2 0.0 0.185
H 1.233871 -3.260125 0.036768 0.2 0.2 -0.4 0.213
H 0.471692 -0.459605 -2.485663 -0.3 -0.1 0.3 0.210
C -1.636778 -0.864666 1.034283 0.8 -0.2 -0.3 -0.186
C -0.305673 -2.809129 1.388250 0.5 -0.2 0.0 -0.200
H -1.636847 3.215204 0.455306 -0.1 -0.1 -0.1 0.402
C 0.773725 -1.335100 -1.900529 0.1 0.7 0.0 -0.634
H -2.412464 -0.159075 1.290416 -0.2 -0.2 0.1 0.213
H -0.960531 1.989752 -0.591470 -0.2 0.0 0.0 0.391
C 0.174924 -1.405149 -0.516259 0.0 -1.5 -0.4 -0.008
H 2.225916 3.267606 -0.652550 0.0 0.1 0.4 0.242
C 0.481445 -2.525963 0.278213 -0.8 0.5 0.5 -0.210
H 2.090247 1.850086 0.404664 0.0 0.0 0.3 0.243
C 0.370552 3.181529 0.406358 0.3 0.3 0.6 0.670
O 0.510860 4.011823 1.286433 0.0 -0.1 -0.2 -0.615
C 1.544826 2.513840 -0.253506 0.1 -0.1 -1.1 -0.714
H 0.438593 -2.212774 -2.436595 0.1 -0.2 -0.3 0.224
N -0.859764 2.830846 -0.055322 0.1 0.1 0.0 -0.823
C -1.302577 -1.956891 1.828787 -0.7 0.7 -0.6 -0.224
```
Positions in Å, forces in eV/Å.

Here is a single C4H9NO2 molecule from the OMol25 dataset. Energies are from wB97M-V/def2-TZVPD.

Computed properties:
- HOMO-LUMO gap: 9.9 eV
- SMILES: CNCC(=O)OC
- E_LUMO: 0.9 eV
- Net charge: 0

XYZ file:
```
16
Properties=species:S:1:pos:R:3:forces:R:3:nbo_charge:R:1
H 2.008331 -0.547593 -2.305999 -0.2 0.0 0.0 0.189
H -0.300346 1.173764 -1.750836 0.1 0.0 0.0 0.368
O -1.494012 -0.228983 -0.021472 0.5 0.1 0.3 -0.602
H 0.850240 0.059063 -3.489328 0.0 -0.1 0.2 0.204
H 0.331058 -1.150914 -2.286623 0.1 0.1 0.0 0.173
C -1.264017 -0.400628 2.667212 -0.2 0.0 0.2 -0.265
C -0.415087 -0.061992 0.495666 -0.2 0.1 -0.2 0.778
H -2.073248 -0.984185 2.225082 0.1 0.0 0.1 0.206
N 0.651090 0.863597 -1.576820 -0.2 0.0 0.0 -0.616
O -0.140444 -0.308994 1.790323 0.0 0.1 -0.1 -0.517
H 1.685303 -0.014337 0.020431 -0.1 0.1 0.0 0.222
C 0.789112 0.586202 -0.170433 0.1 0.0 0.0 -0.329
C 0.959764 -0.260205 -2.447780 0.1 -0.1 -0.1 -0.415
H 0.930861 1.523955 0.385233 0.0 -0.1 -0.1 0.224
H -0.902053 -0.862566 3.585828 -0.1 0.0 -0.1 0.197
H -1.616553 0.613816 2.879517 0.0 -0.2 0.0 0.184
```
Positions in Å, forces in eV/Å.

| no. | largest force on an atom (eV Å⁻¹) |
| --- | --- |
| 1 | 3.5 |
| 2 | 1.5 |
| 3 | 0.6 |